[1]
Cl3NO15 | ωB97M-V/def2-TZVPD

Output
Total charge: -4
ΔE to the lowest compared entry with this formula, charge and spin in kcal/mol: 25.60
LUMO level in Eh: 0.3333
Gap between HOMO and LUMO in eV: 5.99
Highest occupied orbital energy in eV: 3.08
DFT total energy in eV: -69737.677

XYZ file:
```
19
Properties=species:S:1:pos:R:3:forces:R:3
N -3.907122 -0.619677 0.233609 0.41 -0.42 -0.31
O -4.902795 -0.799373 -0.534831 -0.35 0.26 -0.06
O -3.709705 -1.458421 1.142717 -0.24 0.08 0.38
O -3.129525 0.317185 0.052463 -0.66 0.05 0.26
Cl -0.258175 2.271440 -3.244568 0.95 1.87 -0.61
O 1.124147 1.928217 -2.977454 -0.41 -0.49 -0.46
O -0.244751 3.374008 -4.253122 0.02 -0.22 0.11
O -1.028854 1.211907 -3.812518 0.07 -0.49 0.09
O -0.829902 2.799055 -2.044831 -0.55 -0.09 0.26
Cl 2.979561 -0.372063 3.849054 0.61 0.40 -2.20
O 2.133214 -0.142663 2.705579 0.39 0.06 1.07
O 4.301003 0.222053 3.610779 -0.08 -0.09 0.21
O 2.443423 0.260928 5.033190 -0.36 -0.32 0.69
O 3.166269 -1.801983 4.011881 -0.14 -0.02 0.83
Cl 0.414039 -1.444923 -0.745262 -3.18 1.87 -0.28
O -0.176925 -2.071502 0.420264 0.79 -0.79 -0.11
O 1.421893 -0.502310 -0.296030 0.40 -1.08 -0.78
O 0.860800 -2.441772 -1.717393 1.39 -0.46 0.55
O -0.656596 -0.730099 -1.433522 0.94 -0.11 0.37
```
Positions in Å, forces in eV/Å.

[2]
Cl3NO15 | ωB97M-V/def2-TZVPD

Output
Total charge: -4
ΔE to the lowest compared entry with this formula, charge and spin in kcal/mol: 30.69
LUMO level in Eh: 0.3438
Gap between HOMO and LUMO in eV: 6.60
Highest occupied orbital energy in eV: 2.76
DFT total energy in eV: -69737.456

XYZ file:
```
19
Properties=species:S:1:pos:R:3:forces:R:3
N -0.299712 4.876298 1.712046 0.65 0.17 0.74
O -0.827045 5.088073 0.608354 0.31 0.45 0.45
O 0.751601 5.526353 2.093392 -0.72 -0.05 -0.73
O -0.765031 4.041612 2.503003 -0.27 0.17 -0.10
Cl -0.527384 -2.521028 2.694498 0.81 -2.25 2.82
O -0.468732 -1.583356 3.784082 1.26 1.09 0.39
O 0.786306 -2.858442 2.120512 -1.49 0.49 0.82
O -1.079244 -3.744781 3.405880 0.43 0.32 -1.67
O -1.414509 -2.010530 1.746193 -1.12 -0.13 -1.76
Cl -0.542362 1.111702 -1.161729 -1.41 -1.97 -1.93
O -1.567537 0.729173 -2.125864 -0.81 -0.31 -0.30
O -0.988872 2.311505 -0.556243 0.27 1.38 1.14
O -0.425646 0.031955 -0.206316 0.77 1.03 -0.25
O 0.632792 1.334172 -1.980099 0.95 0.15 0.97
Cl 1.356583 -2.495400 -2.929190 -0.84 2.97 1.67
O 1.630579 -3.868038 -3.274124 0.66 -0.99 -0.35
O 0.387274 -1.948391 -3.829692 -0.47 -0.36 -1.43
O 0.820060 -2.371834 -1.606663 0.36 -1.10 0.05
O 2.540875 -1.649050 -2.998044 0.66 -1.06 -0.52
```
Positions in Å, forces in eV/Å.

[3]
Cl3O3SSi | ωB97M-V/def2-TZVPD

Output
Total charge: -1
ΔE to the lowest compared entry with this formula, charge and spin in kcal/mol: 6.16
LUMO level in Eh: 0.1189
Gap between HOMO and LUMO in eV: 9.00
Highest occupied orbital energy in eV: -5.76
DFT total energy in eV: -62430.458

XYZ file:
```
8
Properties=species:S:1:pos:R:3:forces:R:3
O -0.143640 -2.201891 0.430865 -0.23 -0.02 0.15
O -2.054966 -0.952713 -0.464831 -0.78 0.31 0.38
O 0.419559 0.245377 -0.595557 0.04 -0.51 0.46
Si 1.086642 1.263597 0.388027 -1.73 -0.08 -1.40
S -0.741222 -1.484195 -0.675825 1.20 -0.20 -0.44
Cl -0.051972 3.005932 0.247903 -0.20 0.27 0.61
Cl 2.751690 1.949395 -0.537127 1.37 0.11 0.19
Cl 1.236058 0.728854 2.351837 0.32 0.12 0.04
```
Positions in Å, forces in eV/Å.

[4]
Cl4H2NaO17 | ωB97M-V/def2-TZVPD

Output
Total charge: -3
LUMO level in Eh: 0.2248
Gap between HOMO and LUMO in eV: 5.67
Highest occupied orbital energy in eV: 0.44
DFT total energy in eV: -89313.355

XYZ file:
```
24
Properties=species:S:1:pos:R:3:forces:R:3
Na -0.006261 -0.055851 0.251665 -2.17 1.80 -1.28
Cl -0.342881 2.521449 0.324565 -0.21 -1.33 -2.13
O -1.742391 2.830759 0.577255 1.03 1.42 0.28
O 0.198249 1.722889 1.398905 -0.84 1.05 1.03
O -0.240211 1.733829 -0.902745 -0.71 1.69 1.17
O 0.503799 3.636909 0.084575 0.09 2.34 0.88
Cl -0.235111 -1.405731 -2.078865 -0.83 -3.29 1.55
O -0.040831 -1.829831 -0.714475 -0.38 0.20 -0.05
O 0.796359 -2.137611 -2.724645 1.85 0.06 -2.95
O -1.501051 -1.986491 -2.416845 -1.01 0.50 -1.85
O -0.205251 0.007259 -2.282985 0.23 -1.20 -0.88
Cl -2.699791 -0.800221 0.653855 -1.56 -0.81 -1.06
O -3.319401 -1.420541 -0.518535 -0.84 1.42 1.07
O -2.023181 0.426089 0.318205 -2.31 -0.82 0.12
O -3.666161 -0.582081 1.745195 0.11 0.18 -0.80
O -1.736881 -1.740551 1.071125 0.82 -1.33 2.09
Cl 2.778669 0.587299 -0.109035 0.76 2.79 -0.69
O 2.549399 1.483479 -1.238755 0.09 -1.06 0.56
O 2.668339 1.390569 1.110355 0.37 -1.29 -0.42
O 1.820299 -0.519231 -0.121775 4.91 1.14 -1.10
O 4.166379 0.142329 -0.197725 -0.07 -1.09 0.11
O 0.639719 -1.104351 1.631825 0.97 -2.44 4.54
H 1.538959 -1.333581 1.866505 0.27 0.21 -0.25
H 0.099239 -1.566781 2.272345 -0.55 -0.11 0.05
```
Positions in Å, forces in eV/Å.

[5]
Cl4NOP | ωB97M-V/def2-TZVPD

Output
Expectation value of S²: 2.0094
ΔE to the lowest compared entry with this formula, charge and spin in kcal/mol: 25.27
2S+1: 3
LUMO level (spin up / spin down) in Eh: -0.0216 / -0.1308
Gap between HOMO and LUMO (spin up / spin down) in eV: 9.10 / 7.05
Highest occupied orbital energy (spin up / spin down) in eV: -9.69 / -10.60
DFT total energy in eV: -62912.548

XYZ file:
```
7
Properties=species:S:1:pos:R:3:forces:R:3
N 0.419364 0.690107 -0.225985 0.78 -0.65 1.87
O 0.833501 -0.736318 2.008213 0.06 0.20 1.06
P 0.261568 -0.872970 0.679848 0.11 0.46 -1.21
Cl -0.453631 0.839420 -1.604090 -0.37 0.22 -1.29
Cl 0.324116 2.019293 0.850533 -0.16 0.24 -0.13
Cl -2.843906 0.039482 -1.207127 -0.38 -0.12 0.12
Cl 1.458988 -1.979014 -0.501392 -0.04 -0.35 -0.41
```
Positions in Å, forces in eV/Å.

[6]
Cl4Zn | ωB97M-V/def2-TZVPD

Output
Total charge: -2
ΔE to the lowest compared entry with this formula, charge and spin in kcal/mol: 0.79
LUMO level in Eh: 0.2343
Gap between HOMO and LUMO in eV: 8.29
Highest occupied orbital energy in eV: -1.92
DFT total energy in eV: -98514.478

XYZ file:
```
5
Properties=species:S:1:pos:R:3:forces:R:3
Zn 0.066847 -0.077281 0.018666 -0.64 0.63 -0.08
Cl -2.127598 -0.960675 -0.357596 0.23 -0.02 0.23
Cl 0.946739 0.382385 2.117772 -0.10 -0.12 0.11
Cl 1.481152 -1.544616 -0.973538 0.26 -0.12 -0.25
Cl -0.367140 2.200188 -0.805304 0.25 -0.37 -0.01
```
Positions in Å, forces in eV/Å.

[7]
Cl5H2NSi2 | ωB97M-V/def2-TZVPD

Output
ΔE to the lowest compared entry with this formula, charge and spin in kcal/mol: 8.02
LUMO level in Eh: 0.0118
Gap between HOMO and LUMO in eV: 10.89
Structure (SMILES): Cl[SiH](Cl)N[Si](Cl)(Cl)Cl
Highest occupied orbital energy in eV: -10.56
DFT total energy in eV: -79898.281

XYZ file:
```
10
Properties=species:S:1:pos:R:3:forces:R:3
Cl -2.248426 0.220425 -1.213829 -1.11 -0.61 -0.75
Si -0.656360 0.069743 -0.027664 0.54 0.13 0.69
Cl -0.998827 1.537703 1.330633 -0.09 -0.14 1.00
N 0.605040 0.712239 -0.929455 4.36 -0.91 0.73
Si 2.433782 0.426162 -0.389399 -4.12 1.96 -0.56
Cl 2.662045 2.034681 0.789928 0.31 0.20 0.85
Cl 3.609318 0.802745 -1.922573 0.74 -0.32 -1.20
Cl 2.742903 -1.288516 0.554515 0.22 -0.70 0.27
H -0.231315 -1.271111 0.492123 -0.81 0.45 0.12
H 0.523120 0.521582 -1.899818 -0.04 -0.06 -1.15
```
Positions in Å, forces in eV/Å.

[8]
Cl6O24Sr | ωB97M-V/def2-TZVPD

Output
Total charge: -4
ΔE to the lowest compared entry with this formula, charge and spin in kcal/mol: 46.30
LUMO level in Eh: 0.3107
Gap between HOMO and LUMO in eV: 8.24
Highest occupied orbital energy in eV: 0.21
DFT total energy in eV: -125067.312

XYZ file:
```
31
Properties=species:S:1:pos:R:3:forces:R:3
Sr -0.117663 0.460861 0.243054 0.46 -0.77 -0.36
Cl 3.240790 -1.091026 -0.684731 -1.03 0.21 -1.47
O 3.833418 -0.232726 -1.664002 0.73 0.39 0.18
O 4.241670 -1.790886 0.064048 0.33 -0.22 0.37
O 2.439026 -0.278941 0.234555 -0.29 0.11 0.19
O 2.369648 -1.994892 -1.392881 0.05 -0.34 0.71
Cl -2.688285 -2.648633 -0.394226 -2.21 -1.18 -4.12
O -1.976051 -1.646563 0.376256 -0.27 -0.13 0.58
O -4.083978 -2.279696 -0.715762 0.78 1.00 1.32
O -2.055749 -2.782225 -1.694220 0.66 0.11 0.90
O -2.804823 -3.960246 0.200439 1.04 0.44 1.27
Cl -0.514094 0.147410 -3.938652 2.53 -0.12 -0.22
O -0.304621 0.026228 -2.500844 -0.37 0.06 0.41
O -1.444888 1.215269 -4.180161 -0.74 -0.21 -0.20
O 0.758263 0.473343 -4.563572 -0.55 0.20 0.26
O -0.913195 -1.125545 -4.478674 -0.99 0.23 0.12
Cl -2.281648 2.150390 3.268506 -1.69 0.36 -1.07
O -2.415320 3.594472 3.236553 1.25 0.06 0.40
O -1.587443 1.700991 2.061393 0.35 0.09 -0.17
O -1.577316 1.651314 4.406309 -0.01 0.41 0.23
O -3.646578 1.683551 3.213976 0.26 -0.87 0.33
Cl 1.927496 3.559809 -1.607435 -0.15 0.92 -0.24
O 0.868321 2.818861 -0.941996 -0.19 -0.55 0.85
O 1.671417 3.469996 -3.017503 0.40 0.25 0.04
O 1.862416 4.953677 -1.165468 -0.23 -0.34 -0.21
O 3.221834 3.056493 -1.257878 -0.03 -0.34 -0.04
Cl 0.377385 -2.242666 3.362000 0.37 0.26 1.32
O 1.086224 -1.939502 4.597682 0.09 0.10 -0.12
O 0.616119 -1.171942 2.418948 -0.19 0.46 -0.58
O 0.926076 -3.466483 2.835901 -0.63 -0.10 -0.14
O -1.028450 -2.310694 3.678399 0.23 -0.49 -0.52
```
Positions in Å, forces in eV/Å.

[9]
ClCuF4N2O8S4 | ωB97M-V/def2-TZVPD

Output
Total charge: -2
ΔE to the lowest compared entry with this formula, charge and spin in kcal/mol: 106.15
LUMO level in Eh: 0.1758
Gap between HOMO and LUMO in eV: 7.95
Highest occupied orbital energy in eV: -3.16
DFT total energy in eV: -130731.464

XYZ file:
```
20
Properties=species:S:1:pos:R:3:forces:R:3
Cu 0.002677 -0.296831 1.168984 -0.03 -0.60 1.19
Cl -0.334313 -1.364321 3.681754 0.15 0.60 -1.22
N 1.982327 0.564889 0.783434 -6.33 1.08 -5.00
S 2.152997 0.973789 -0.902236 -2.51 1.90 -3.70
O 3.096217 0.167469 -1.675266 -1.23 1.66 1.89
O 1.954137 2.411949 -1.199086 1.18 -3.14 1.34
F 0.739717 0.424839 -1.476826 0.70 -0.19 1.23
S 3.408367 0.543179 1.078134 9.79 -4.19 6.17
O 4.115167 1.798859 0.987754 -0.56 -0.67 -0.61
O 4.078997 -0.726921 0.795364 -0.28 1.95 -1.53
F 3.400297 0.215669 2.668154 -1.13 1.54 0.05
N -1.857593 -0.473881 -0.165806 2.91 9.73 0.67
S -2.891313 0.604529 -0.776736 -0.35 6.84 -4.22
O -4.164013 0.597349 -0.143976 -0.04 -0.21 0.33
O -2.853773 0.871649 -2.222826 -0.10 -2.01 2.04
F -2.234583 1.988109 -0.404346 0.66 -0.19 1.78
S -2.663143 -1.587481 -0.532536 -4.64 -17.57 -0.51
O -2.882393 -2.069771 -1.927736 -0.26 2.62 2.44
O -3.645623 -2.090241 0.480214 1.78 1.91 -2.66
F -1.404153 -2.552831 -0.216416 0.31 -1.06 0.31
```
Positions in Å, forces in eV/Å.

[10]
ClF2HSi | ωB97M-V/def2-TZVPD

Output
ΔE to the lowest compared entry with this formula, charge and spin in kcal/mol: 2.22
LUMO level in Eh: 0.0267
Gap between HOMO and LUMO in eV: 13.04
Structure (SMILES): F[SiH](F)Cl
Highest occupied orbital energy in eV: -12.31
DFT total energy in eV: -25855.782

XYZ file:
```
5
Properties=species:S:1:pos:R:3:forces:R:3
F 0.963379 2.038522 -0.849856 0.57 -1.36 1.46
Si 0.675867 0.933773 0.367825 0.06 1.54 -2.51
F 1.897980 0.346736 1.201341 -0.29 0.16 -0.63
Cl -0.298296 2.177085 1.608058 -0.45 -0.32 0.49
H 0.028044 -0.047908 -0.562229 0.11 -0.02 1.20
```
Positions in Å, forces in eV/Å.

[11]
ClF2OS | ωB97M-V/def2-TZVPD

Output
Total charge: +1
ΔE to the lowest compared entry with this formula, charge and spin in kcal/mol: 56.94
LUMO level in Eh: -0.3777
Gap between HOMO and LUMO in eV: 4.75
Highest occupied orbital energy in eV: -15.03
DFT total energy in eV: -30826.950

XYZ file:
```
5
Properties=species:S:1:pos:R:3:forces:R:3
O -1.317624 -1.230808 0.272649 -0.71 1.28 -0.33
F 1.587227 0.295651 0.027625 1.63 -0.48 0.05
F -1.348805 1.215295 -0.375851 -1.55 -2.96 0.82
S -2.158614 -0.134960 0.001007 2.36 1.68 -0.49
Cl 3.237818 -0.145179 0.074572 -1.73 0.47 -0.05
```
Positions in Å, forces in eV/Å.

[12]
ClFH2NP | ωB97M-V/def2-TZVPD

Output
ΔE to the lowest compared entry with this formula, charge and spin in kcal/mol: 94.76
LUMO level (spin up / spin down) in Eh: -0.0321 / -0.0204
Gap between HOMO and LUMO (spin up / spin down) in eV: 9.57 / 7.65
Highest occupied orbital energy (spin up / spin down) in eV: -10.45 / -8.21
DFT total energy in eV: -26049.059

XYZ file:
```
6
Properties=species:S:1:pos:R:3:forces:R:3
N 1.368004 0.608173 -0.248483 0.35 -0.95 1.06
F -1.634442 -1.852497 0.916705 -0.32 1.44 0.41
P -1.894460 -0.225116 1.180857 -0.14 -2.09 0.86
Cl -1.190673 0.421965 -0.508055 -0.15 0.64 -1.46
H 1.536697 -0.361455 -0.634026 0.18 1.79 -0.20
H 1.814876 1.408931 -0.706999 0.08 -0.82 -0.66
```
Positions in Å, forces in eV/Å.

- Which of these has the lowest DFT total energy?
  ClCuF4N2O8S4

- Which of these has the highest DFT total energy?
  ClF2HSi